[1]
{"formula": "C25H43Cl10F7N5O8S2", "method": "ωB97M-V/def2-TZVPD", "lumo_energy_ev": 1.82, "total_charge": -1, "gap_ha": 0.3283, "species": ["C", "F", "F", "F", "S", "O", "O", "N", "S", "O", "O", "C", "F", "F", "F", "C", "C", "O", "N", "C", "H", "H", "H", "H", "H", "H", "H", "C", "C", "O", "N", "C", "H", "H", "H", "H", "H", "H", "H", "C", "C", "O", "N", "C", "H", "H", "H", "H", "H", "H", "H", "C", "C", "O", "N", "C", "H", "H", "H", "H", "H", "H", "H", "C", "Cl", "Cl", "H", "H", "C", "Cl", "Cl", "H", "H", "C", "Cl", "Cl", "H", "H", "C", "Cl", "Cl", "H", "H", "C", "Cl", "Cl", "H", "H", "F", "C", "C", "C", "C", "C", "C", "H", "H", "H", "H", "H"], "coordinates": [[-0.8055, -1.5078, -0.0216], [0.1550, -2.2867, -0.4769], [-1.8584, -2.2478, 0.3703], [-0.2814, -0.8225, 1.0060], [-1.3199, -0.2890, -1.5231], [-0.9080, -0.9348, -2.7513], [-2.7569, -0.1995, -1.4478], [-0.3376, 1.1001, -1.1397], [-1.3263, 2.0225, -0.4827], [-2.2720, 2.7094, -1.3577], [-1.9562, 1.4503, 0.7051], [-0.1641, 3.3510, 0.2584], [0.6222, 3.7955, -0.6894], [-0.8563, 4.3927, 0.8051], [0.5627, 2.8525, 1.2317], [2.7697, -0.1378, -2.6202], [3.1595, 0.0553, -1.1780], [4.2969, -0.2417, -0.8832], [2.2943, 0.5506, -0.3177], [2.6036, 0.7009, 1.1150], [3.2587, 0.6815, -3.1473], [1.7140, -0.0982, -2.8883], [3.1154, -1.0658, -3.0757], [1.4087, 0.8576, -0.6938], [3.4405, 0.0726, 1.4201], [1.7416, 0.4402, 1.7291], [3.0397, 1.6875, 1.2716], [3.1183, 4.1842, -2.9432], [4.3572, 4.2283, -2.0188], [5.1936, 5.0913, -2.2111], [4.5101, 3.2397, -1.1403], [5.8003, 3.0137, -0.4559], [2.4491, 3.4016, -2.5860], [3.4710, 3.9175, -3.9395], [2.6008, 5.1176, -3.1647], [3.8307, 2.5125, -0.9679], [6.0945, 3.8346, 0.1981], [6.5682, 2.8909, -1.2198], [5.8033, 2.0725, 0.0938], [-3.0450, -7.2020, 1.6331], [-2.3438, -5.8930, 1.3119], [-2.9923, -4.8833, 0.9992], [-1.0107, -5.9544, 1.3433], [-0.0938, -4.8405, 1.0807], [-3.6749, -7.1228, 2.5191], [-2.3411, -7.9773, 1.9355], [-3.6464, -7.5902, 0.8111], [-0.5415, -6.8486, 1.3236], [0.7633, -5.0140, 1.7313], [-0.5198, -3.9060, 1.4456], [0.1876, -4.6376, 0.0474], [-4.8651, 2.9383, 2.2608], [-6.2562, 2.7331, 1.6527], [-7.2661, 3.2100, 2.1929], [-6.4117, 1.9253, 0.5621], [-5.3128, 1.1708, -0.1212], [-4.9329, 3.2586, 3.3005], [-4.3853, 3.7812, 1.7634], [-4.2595, 2.0420, 2.1266], [-7.3324, 1.7337, 0.1936], [-4.6646, 0.5114, 0.4559], [-4.6921, 1.8135, -0.7455], [-5.8330, 0.5461, -0.8473], [-2.2270, -1.0306, 3.6361], [-2.1003, -0.7034, 5.3805], [-3.8463, -0.6937, 2.9969], [-1.5312, -0.3987, 3.0841], [-2.0199, -2.0783, 3.4179], [-4.2272, 1.4389, -3.9975], [-5.5993, 2.0714, -4.9851], [-3.1764, 0.4241, -4.9730], [-3.5841, 2.2888, -3.7690], [-4.4849, 0.9304, -3.0685], [1.3362, -3.5580, -3.4767], [1.7776, -4.9932, -2.5210], [2.6394, -3.2284, -4.6426], [0.3751, -3.6708, -3.9782], [1.3226, -2.6796, -2.8315], [0.3471, 2.0244, -4.4805], [-1.0705, 3.0565, -4.7718], [1.4683, 2.0387, -5.9302], [0.8624, 2.3341, -3.5713], [-0.0242, 1.0272, -4.2441], [-0.3962, 6.6205, 3.3680], [-2.1133, 6.3645, 3.0568], [-0.2472, 6.8005, 5.1185], [0.1609, 5.7451, 3.0341], [-0.0912, 7.4619, 2.7459], [1.2480, -2.6457, 4.3458], [2.2585, -3.0099, 3.4584], [2.2277, -2.6538, 2.1097], [3.2209, -3.0939, 1.3049], [4.2781, -3.8646, 1.7814], [4.3283, -4.2469, 3.0758], [3.2882, -3.8508, 3.9022], [1.4300, -2.0168, 1.7571], [3.1210, -2.9488, 0.2394], [5.0622, -4.3173, 1.1927], [5.1183, -4.8406, 3.5115], [3.2014, -4.2904, 4.8849]]}



[2]
{"formula": "C3H2O3Pr", "method": "ωB97M-V/def2-TZVPD", "s2": 3.7538, "spin_multiplicity": 4, "lumo_energy_ev": [-1.84, -1.85], "gap_ha": [0.1829, 0.1827], "species": ["O", "O", "O", "C", "C", "C", "H", "Pr", "H"], "coordinates": [[-1.0592, 1.3399, 0.3455], [-0.3040, -0.2901, -0.8125], [1.0670, 1.4340, -0.3798], [-1.9295, 0.2212, 0.6982], [-1.2434, -0.8187, 0.1198], [-0.0619, 0.9392, -0.4050], [1.7781, -1.2319, 0.5526], [3.4250, 0.1729, 0.0875], [-1.6721, -1.7665, -0.2062]]}



[3]
{"formula": "CH8NO3", "method": "ωB97M-V/def2-TZVPD", "s2": 0.7627, "spin_multiplicity": 2, "lumo_energy_ev": [0.69, -3.08], "gap_ha": [0.4392, 0.2834], "species": ["N", "C", "O", "H", "H", "H", "H", "H", "H", "O", "H", "H", "O"], "coordinates": [[1.7468, -1.0979, -1.0991], [0.8718, -1.0275, 0.3237], [0.5509, 0.2427, 0.4953], [1.1514, -0.5552, -1.7854], [2.4381, -0.4020, -0.9939], [0.1016, -1.6468, 0.1801], [1.5171, -1.2744, 1.1198], [-0.8184, 0.3806, 1.8396], [-1.8288, 0.5270, 0.6268], [-1.7706, 0.5258, 1.5877], [-1.1763, 1.6399, -0.5481], [-0.1889, 0.7693, -1.0327], [-1.1120, 1.0329, -1.2898]]}



[4]
{"formula": "C4H6OS", "method": "ωB97M-V/def2-TZVPD", "smiles": "C=C=C(C)SO", "lumo_energy_ev": 0.58, "gap_ha": 0.3473, "species": ["C", "C", "C", "C", "S", "O", "H", "H", "H", "H", "H", "H"], "coordinates": [[1.5971, 1.5533, 0.6639], [0.6574, 0.6138, 0.3660], [-0.1624, -0.4056, 0.3921], [0.1912, -1.5662, -0.4535], [-1.8327, 0.0011, 0.9054], [-2.4796, 0.2784, -0.5859], [1.6403, 2.3630, -0.0602], [2.0608, 1.5125, 1.6522], [-0.7009, -1.5668, -1.0823], [1.1961, -1.5045, -1.0473], [0.2768, -2.4697, 0.1284], [-2.4441, 1.1907, -0.8789]]}



[5]
{"formula": "C27H30BrN7NbO6P2", "method": "ωB97M-V/def2-TZVPD", "lumo_energy_ev": [-10.62, -10.63], "total_charge": 3, "gap_ha": [0.1948, 0.1945], "species": ["Nb", "C", "C", "C", "C", "C", "N", "C", "C", "C", "C", "C", "C", "C", "N", "C", "C", "C", "N", "C", "C", "N", "C", "C", "C", "N", "H", "H", "H", "H", "H", "H", "H", "H", "H", "H", "H", "H", "H", "H", "H", "H", "H", "H", "N", "C", "C", "P", "O", "O", "O", "P", "O", "O", "O", "H", "H", "H", "H", "H", "H", "H", "H", "Br", "C", "C", "C", "N", "C", "C", "H", "H", "H", "H"], "coordinates": [[11.8473, -14.7324, -3.8311], [7.6103, -10.0841, -5.6074], [8.7672, -10.7785, -4.9077], [8.6378, -11.1507, -3.5242], [9.5848, -11.8924, -2.9131], [10.7226, -12.3536, -3.6084], [11.7295, -13.0098, -2.8426], [12.6982, -12.2410, -2.2994], [12.3824, -10.9953, -1.7369], [13.3586, -10.0985, -1.3125], [14.7256, -10.3997, -1.4932], [15.7790, -9.4339, -1.0509], [15.0619, -11.6339, -2.0704], [14.0922, -12.5615, -2.4672], [14.5352, -13.8899, -2.6532], [15.8061, -14.3066, -2.8969], [15.7403, -15.6558, -3.2174], [14.3855, -16.0439, -3.1465], [13.6166, -14.9394, -2.8989], [10.9985, -11.8154, -4.8631], [9.9614, -11.0930, -5.5286], [12.1971, -12.1766, -5.5867], [12.6833, -11.7045, -6.7843], [13.7587, -12.4963, -7.1535], [13.9575, -13.4267, -6.1215], [13.0040, -13.3014, -5.1821], [6.7810, -9.9792, -4.9239], [7.8504, -9.1144, -6.0150], [7.2882, -10.6589, -6.4770], [7.7775, -10.8622, -2.9386], [9.5596, -12.1163, -1.8029], [11.3171, -10.7985, -1.7098], [13.0299, -9.1923, -0.7911], [15.2611, -8.6117, -0.5557], [16.5366, -9.9147, -0.4726], [16.2561, -9.0314, -1.9170], [16.1013, -11.8946, -2.2004], [16.6760, -13.7189, -2.6836], [16.6159, -16.3353, -3.2913], [14.0094, -16.9909, -3.3841], [10.0437, -10.7337, -6.5693], [12.3802, -10.8088, -7.2956], [14.3211, -12.4689, -8.0997], [14.6219, -14.2445, -6.0549], [8.6930, -16.7424, -5.5606], [9.8842, -17.5386, -5.0659], [9.5832, -19.0279, -5.1771], [10.3450, -16.9655, -3.4323], [9.6581, -17.9557, -2.3722], [9.7095, -15.5726, -3.3825], [11.8425, -16.7992, -3.2115], [11.3363, -17.0746, -6.0664], [10.5263, -16.8336, -7.5005], [12.3668, -18.1097, -6.0753], [11.6757, -15.6385, -5.6375], [8.7253, -16.5993, -6.5791], [8.7857, -15.7994, -5.1062], [7.8093, -17.1912, -5.3674], [8.8544, -19.4302, -4.4538], [10.5308, -19.5618, -5.0231], [9.2263, -19.2706, -6.1604], [10.1413, -17.7134, -1.5043], [11.0624, -17.3535, -8.1282], [9.5049, -14.0534, 3.6373], [10.1147, -14.7157, 1.9743], [9.2161, -14.5122, 0.9103], [9.6995, -14.9786, -0.3364], [10.8040, -15.6592, -0.4897], [11.5964, -15.8180, 0.5443], [11.2966, -15.3838, 1.8308], [8.2889, -13.8911, 1.0304], [9.1761, -14.7603, -1.2656], [12.5685, -16.2691, 0.3688], [11.9503, -15.5559, 2.7015]]}



[6]
{"formula": "C13H17F3NO", "method": "ωB97M-V/def2-TZVPD", "lumo_energy_ev": -5.54, "total_charge": 1, "gap_ha": 0.2376, "species": ["C", "O", "C", "C", "C", "C", "C", "C", "C", "H", "H", "H", "H", "H", "H", "H", "H", "H", "C", "C", "N", "C", "C", "F", "F", "F", "C", "H", "H", "H", "H", "H", "H", "H", "H"], "coordinates": [[2.3554, 0.6600, -2.3688], [0.9794, 1.0407, -2.1482], [0.0873, 0.0888, -2.0302], [-1.2908, 0.3955, -2.1811], [-2.2519, -0.6437, -2.3013], [-3.6021, -0.3332, -2.4018], [-4.0321, 1.0045, -2.4321], [-3.0713, 2.0358, -2.4171], [-1.7218, 1.7430, -2.3177], [2.9284, 1.5866, -2.4337], [2.7066, 0.0525, -1.5238], [2.4525, 0.0923, -3.3063], [0.4410, -0.9475, -1.9940], [-1.8974, -1.6769, -2.3166], [-4.3449, -1.1356, -2.4322], [-5.0953, 1.2422, -2.4637], [-3.3939, 3.0687, -2.4653], [-0.9651, 2.5223, -2.3529], [0.9718, 0.9543, 3.1319], [-0.3074, 0.2201, 2.6761], [0.1740, -0.8962, 1.8894], [1.3959, -1.3385, 2.5207], [2.0880, -2.2499, 1.5347], [3.2690, -2.7636, 1.9833], [1.2627, -3.2925, 1.2309], [2.3491, -1.5997, 0.3540], [2.1238, -0.0530, 2.9641], [1.1453, 1.8199, 2.4832], [0.8852, 1.3021, 4.1646], [-0.8607, -0.1719, 3.5441], [-0.9791, 0.8707, 2.1000], [-0.4840, -1.6677, 1.8201], [1.1873, -1.9479, 3.4189], [2.8233, 0.2402, 2.1742], [2.6718, -0.2226, 3.8965]]}